{"formula": "C72H150F9N6O8S2", "method": "wB97M-V/def2-TZVPD", "spin_multiplicity": 1, "e_above_lowest_kcal_mol": 250.4, "lumo_ev": -5.0604, "gap_ev": 4.160, "charge": 3, "species": ["C", "C", "C", "C", "N", "C", "C", "C", "C", "C", "C", "C", "H", "H", "H", "H", "H", "H", "H", "H", "H", "H", "H", "H", "H", "H", "H", "H", "H", "H", "H", "H", "H", "H", "H", "H", "C", "C", "C", "C", "N", "C", "C", "C", "C", "C", "C", "C", "H", "H", "H", "H", "H", "H", "H", "H", "H", "H", "H", "H", "H", "H", "H", "H", "H", "H", "H", "H", "H", "H", "H", "H", "C", "C", "C", "C", "N", "C", "C", "C", "C", "C", "C", "C", "H", "H", "H", "H", "H", "H", "H", "H", "H", "H", "H", "H", "H", "H", "H", "H", "H", "H", "H", "H", "H", "H", "H", "H", "C", "C", "C", "C", "N", "C", "C", "C", "C", "C", "C", "C", "H", "H", "H", "H", "H", "H", "H", "H", "H", "H", "H", "H", "H", "H", "H", "H", "H", "H", "H", "H", "H", "H", "H", "H", "C", "C", "C", "C", "N", "C", "C", "C", "C", "C", "C", "C", "H", "H", "H", "H", "H", "H", "H", "H", "H", "H", "H", "H", "H", "H", "H", "H", "H", "H", "H", "H", "H", "H", "H", "H", "C", "C", "C", "C", "N", "C", "C", "C", "C", "C", "C", "C", "H", "H", "H", "H", "H", "H", "H", "H", "H", "H", "H", "H", "H", "H", "H", "H", "H", "H", "H", "H", "H", "H", "H", "H", "C", "O", "O", "C", "F", "F", "F", "C", "C", "H", "H", "H", "H", "H", "H", "C", "F", "F", "F", "S", "O", "O", "O", "C", "F", "F", "F", "S", "O", "O", "O"], "coordinates": [[-9.00383, -1.20230, 1.87644], [-7.77699, -2.13232, 1.61439], [-7.23661, -2.82254, 2.79892], [-5.88439, -3.52067, 2.54038], [-5.13272, -4.13600, 3.72482], [-3.89618, -4.96267, 3.24955], [-2.79401, -3.85185, 3.06391], [-3.02477, -2.99329, 4.21732], [-4.47935, -2.89771, 4.50494], [-6.08544, -5.03730, 4.57329], [-6.62160, -6.23515, 3.65343], [-6.97445, -7.48704, 4.46891], [-9.95161, -1.67914, 2.12629], [-9.23437, -0.81636, 0.88346], [-8.87340, -0.24488, 2.38083], [-7.06528, -1.38890, 1.25538], [-7.96565, -2.87207, 0.83639], [-7.95521, -3.52327, 3.22397], [-7.10420, -2.12359, 3.62479], [-5.20269, -2.86201, 2.00226], [-5.89645, -4.43940, 1.95398], [-3.59355, -5.57672, 4.09776], [-4.21084, -5.54538, 2.38379], [-1.83850, -4.35480, 3.21272], [-2.88299, -3.45827, 2.05135], [-2.57390, -3.34333, 5.14591], [-2.49598, -2.07558, 3.95987], [-4.85867, -2.96514, 5.52458], [-4.81738, -1.97651, 4.03034], [-6.83257, -4.41629, 5.06751], [-5.55758, -5.41772, 5.44778], [-5.72681, -6.44511, 3.06745], [-7.48796, -5.92096, 3.07135], [-7.69345, -7.23028, 5.24686], [-6.14023, -7.79317, 5.10016], [-7.20491, -8.32119, 3.80620], [0.28726, 10.38824, 3.98406], [-0.96967, 9.83211, 4.60710], [-0.98220, 8.26421, 4.88530], [-1.13319, 7.49239, 3.60411], [-0.59708, 6.02789, 3.69351], [-1.05017, 5.13581, 4.86629], [0.00129, 4.06593, 4.99882], [1.29286, 4.71319, 4.81408], [0.97221, 5.95253, 3.86460], [-1.07115, 5.35148, 2.36364], [-2.57595, 4.91124, 2.19662], [-2.87855, 3.45462, 2.60347], [0.94231, 9.67612, 3.48217], [0.90663, 10.82452, 4.76773], [0.08695, 11.26482, 3.36796], [-1.83024, 10.14482, 4.01573], [-1.11091, 10.39183, 5.53168], [-1.79327, 7.97568, 5.55389], [-0.11899, 7.98818, 5.49091], [-0.74087, 7.97464, 2.70878], [-2.20486, 7.41500, 3.42073], [-2.10797, 4.88147, 4.79938], [-1.09832, 5.69631, 5.79989], [-0.07779, 3.32111, 4.20693], [-0.06746, 3.39932, 5.85847], [2.09036, 4.15580, 4.32275], [1.60533, 5.21962, 5.72732], [1.35965, 5.73777, 2.86868], [1.34986, 6.91295, 4.21540], [-0.30389, 4.58781, 2.23633], [-0.87788, 6.00965, 1.51655], [-2.76341, 5.16573, 1.15345], [-3.15210, 5.59137, 2.82397], [-2.70918, 3.13731, 3.63242], [-2.44289, 2.74232, 1.90281], [-3.92001, 3.42055, 2.28360], [-3.75201, -9.33239, -7.06371], [-2.33177, -8.84533, -7.38424], [-1.27936, -9.44087, -6.43531], [-0.05459, -8.59046, -6.32181], [-0.00316, -7.72335, -5.07816], [0.11042, -8.56328, -3.80370], [1.25257, -7.91763, -3.07315], [2.21368, -7.53196, -4.12812], [1.33307, -6.87723, -5.26418], [-1.21642, -6.80022, -4.95006], [-1.19079, -5.87132, -3.75290], [-2.52170, -5.09024, -3.56019], [-4.58220, -8.79466, -7.52167], [-3.91379, -9.26508, -5.98789], [-3.92055, -10.39356, -7.24703], [-2.37415, -7.76250, -7.26682], [-1.95677, -9.05033, -8.38697], [-0.88329, -10.30155, -6.97425], [-1.79426, -9.83582, -5.55953], [-0.01592, -7.79538, -7.06641], [0.80567, -9.24302, -6.17276], [-0.83729, -8.49317, -3.26983], [0.31921, -9.60352, -4.05350], [0.99672, -7.00933, -2.52760], [1.71503, -8.51165, -2.28488], [2.99254, -6.87890, -3.73444], [2.81478, -8.40262, -4.39031], [1.15295, -5.83208, -5.01252], [1.73544, -6.86735, -6.27715], [-2.06893, -7.47509, -4.87325], [-1.13217, -6.27914, -5.90372], [-0.54859, -4.99329, -3.82173], [-1.04320, -6.35490, -2.78725], [-2.57808, -4.14306, -4.09662], [-2.72004, -4.84016, -2.51797], [-3.40944, -5.64569, -3.86266], [-6.53668, -4.26698, -11.08406], [-7.42959, -4.12954, -9.78334], [-7.86626, -2.75569, -9.24998], [-6.67427, -1.64344, -8.97770], [-7.21487, -0.16516, -8.78329], [-5.95040, 0.73191, -8.48031], [-6.10811, 1.19141, -7.08835], [-6.85892, 0.16704, -6.36510], [-7.92528, -0.22688, -7.44595], [-8.18945, 0.22546, -9.83912], [-7.46765, 0.37174, -11.18519], [-8.30371, 1.03151, -12.33134], [-5.50927, -3.94188, -10.92023], [-7.02653, -3.85779, -11.96763], [-6.49628, -5.31577, -11.37817], [-6.85010, -4.43986, -8.91386], [-8.25578, -4.84005, -9.75740], [-8.36805, -2.92650, -8.29755], [-8.59057, -2.42663, -9.99509], [-6.06361, -1.63507, -9.88054], [-6.16593, -1.86099, -8.03836], [-5.88485, 1.60143, -9.13432], [-5.03964, 0.13581, -8.53759], [-6.61126, 2.14606, -7.24192], [-5.19193, 1.53291, -6.60659], [-7.36790, 0.48716, -5.45595], [-6.10205, -0.57907, -6.12308], [-8.52386, 0.66767, -7.61796], [-8.52949, -1.12739, -7.33587], [-8.53338, 1.25142, -9.70794], [-9.15589, -0.27028, -9.74781], [-6.92945, -0.46636, -11.62794], [-6.64368, 1.08408, -11.14327], [-7.83396, 0.93017, -13.30968], [-8.49043, 2.09180, -12.16095], [-9.31465, 0.62839, -12.39125], [6.57486, 6.49613, 2.40809], [6.92270, 7.73457, 3.25548], [7.66045, 7.40074, 4.54812], [7.95532, 8.56201, 5.46123], [8.61172, 8.18613, 6.85783], [8.61261, 9.39694, 7.86505], [8.18657, 9.01019, 9.24256], [7.98588, 7.50188, 9.14198], [7.66961, 7.33246, 7.68201], [10.01610, 7.41503, 6.84794], [11.12587, 8.14311, 6.00658], [12.54350, 7.44740, 5.98696], [5.84622, 6.75839, 1.64102], [6.14202, 5.78299, 3.10965], [7.44403, 5.91946, 2.09172], [5.97638, 8.15670, 3.59368], [7.36137, 8.55945, 2.69402], [8.63482, 7.01261, 4.25140], [7.12737, 6.60206, 5.06391], [7.00222, 9.04173, 5.68392], [8.71234, 9.17786, 4.97568], [9.59951, 9.85961, 7.85726], [7.77369, 10.04272, 7.60568], [9.02693, 9.22863, 9.90149], [7.30386, 9.53379, 9.60967], [8.86447, 6.98799, 9.53198], [7.09703, 7.21234, 9.70254], [7.63591, 6.30354, 7.32382], [6.64014, 7.63066, 7.48360], [9.77147, 6.45919, 6.38466], [10.25890, 7.08045, 7.85651], [11.41842, 9.12288, 6.38415], [10.98446, 8.07634, 4.92785], [13.30709, 7.85882, 5.32684], [12.49546, 6.38072, 5.76789], [12.93099, 7.54553, 7.00102], [5.68179, 0.58310, 8.01044], [4.83025, -0.67296, 7.58440], [5.60755, -1.44188, 6.63447], [4.81058, -2.46110, 5.80804], [5.69055, -3.53428, 4.96244], [4.69136, -4.29897, 4.04606], [4.10579, -5.32778, 4.98917], [5.21559, -5.73797, 6.00826], [6.24020, -4.62343, 5.82831], [6.80335, -2.78569, 4.13502], [7.49842, -3.67322, 3.00091], [8.75031, -3.00723, 2.43443], [6.41461, 0.21776, 8.72988], [5.19423, 1.29875, 8.67243], [6.34504, 1.07010, 7.29557], [4.01082, -0.19908, 7.04398], [4.50066, -1.20294, 8.47804], [6.42488, -1.93005, 7.16527], [6.17184, -0.71190, 6.05413], [4.20515, -1.89781, 5.09792], [4.04185, -3.06407, 6.29134], [5.26279, -4.95472, 3.38913], [4.23888, -3.44926, 3.53485], [3.86824, -6.22295, 4.41440], [3.16564, -5.07960, 5.48173], [5.66130, -6.71881, 5.84277], [4.67970, -5.76262, 6.95712], [7.15701, -4.97354, 5.35397], [6.51171, -4.18832, 6.79011], [7.59540, -2.55680, 4.84802], [6.43826, -1.80491, 3.83020], [6.79252, -3.95160, 2.21841], [7.79179, -4.63725, 3.41649], [9.18643, -3.49665, 1.56358], [9.33586, -2.94121, 3.35142], [8.30742, -2.06277, 2.11832], [2.06048, 0.32015, -0.40391], [0.87662, 0.33689, -1.25647], [1.57775, -0.19278, 0.77718], [3.17478, -0.47435, -1.20437], [2.62034, -1.21316, -2.19137], [4.08822, 0.32918, -1.82375], [3.91744, -1.23540, -0.37705], [0.81892, 1.23741, -2.45971], [-0.11811, 0.63346, -3.54293], [0.10294, -0.37229, -3.90029], [-1.12781, 0.59983, -3.13369], [-0.11697, 1.31562, -4.39307], [1.78478, 1.23793, -2.96489], [0.66649, 2.21864, -2.01019], [2.54650, 1.27155, -0.18777], [-1.73942, 6.15282, -4.48932], [-2.48933, 5.20416, -3.93206], [-1.39745, 6.95626, -3.55629], [-0.62805, 5.67170, -4.98916], [-2.82129, 6.96697, -5.98031], [-3.23898, 5.98378, -6.97026], [-3.97150, 7.56220, -5.28324], [-2.04444, 8.04420, -6.57376], [-0.02879, -0.81751, -9.90822], [0.45483, -0.54927, -8.72398], [-1.10941, -0.03726, -10.09131], [0.84897, -0.50545, -10.77255], [-0.59782, -2.64145, -9.93137], [-1.80762, -2.75652, -9.03791], [-0.85017, -2.79254, -11.40787], [0.54888, -3.41514, -9.37452]], "atomic_forces_ev_per_a": [[-0.497, -0.353, -1.767], [-0.753, 1.696, -0.212], [1.037, -1.065, 2.012], [0.313, -1.483, -0.414], [0.223, 1.183, 1.308], [-0.202, 1.806, 0.270], [-0.793, -3.756, -0.983], [1.199, 1.398, 1.760], [-1.726, -0.457, -1.034], [-0.135, -0.237, -0.810], [0.885, 0.929, 1.674], [0.724, 0.733, 0.604], [0.275, -0.194, 0.623], [-0.092, -0.036, -0.338], [0.505, -0.532, 0.792], [0.533, -0.405, -0.321], [-0.244, 0.270, -0.205], [-0.106, -0.283, -0.279], [0.201, 0.350, 0.020], [0.123, 0.134, 0.300], [-1.056, 0.368, -0.799], [-0.308, -0.226, -0.128], [0.444, 0.121, 0.102], [0.136, 0.127, -0.619], [0.245, 0.521, 0.314], [0.552, -0.417, -0.300], [-0.557, 0.578, 0.550], [0.522, 0.136, 0.017], [-0.737, -0.274, 0.170], [-0.315, 0.202, -0.680], [0.687, -0.203, -0.386], [-0.650, -0.339, -0.537], [0.318, 0.075, -0.233], [-0.746, -0.373, -0.518], [0.459, -0.102, -0.316], [-0.498, 0.137, 0.314], [0.932, 0.587, 0.417], [-0.619, -0.772, 0.491], [0.068, 1.548, 0.422], [-0.312, -1.059, 0.721], [-0.104, -0.009, -0.270], [-0.807, 1.168, 0.698], [-1.299, -2.443, -0.977], [1.020, 3.503, -0.620], [-0.832, -0.886, -0.860], [0.693, -0.281, -0.174], [2.412, 0.142, 1.675], [-0.814, 0.557, -1.916], [-0.266, -0.055, -0.392], [0.199, -0.203, 0.196], [-0.094, -0.367, -0.423], [-0.168, -0.495, -0.195], [-0.148, -0.416, 0.261], [-0.323, 0.357, -0.078], [0.525, 0.093, -0.363], [0.602, -0.280, 0.172], [0.032, -0.273, -0.155], [0.247, -0.507, -0.747], [0.636, 0.646, -0.113], [-0.442, 0.052, -0.427], [-0.203, 0.637, 0.489], [-0.148, -0.240, 0.480], [0.475, -0.530, 0.229], [-0.013, 0.352, -0.009], [-0.239, -0.152, 0.010], [-0.617, -0.643, -0.128], [0.306, 0.621, 0.502], [-0.451, -0.509, 0.089], [-0.314, 0.066, -0.167], [-0.126, 0.332, -0.129], [0.586, 0.049, 0.208], [-0.436, -0.599, 0.814], [0.009, -0.653, 0.203], [-0.536, 0.378, 0.341], [-0.685, -0.646, -1.581], [-0.471, 0.774, 1.852], [0.701, 0.644, 0.374], [-0.026, 0.649, -0.138], [0.129, 0.375, 1.563], [1.249, 0.547, -1.205], [0.318, -0.978, 2.323], [1.152, -0.289, -0.346], [-1.160, 1.593, 0.657], [-0.989, -0.252, -0.269], [0.356, 0.147, -0.284], [0.027, 0.306, 0.241], [0.200, -0.082, -0.365], [0.231, 0.141, -0.141], [-0.568, 0.116, -0.201], [-0.267, -0.480, 0.242], [0.586, 0.279, 0.516], [0.343, -0.863, -0.779], [0.361, 0.460, -0.719], [0.054, -0.192, -0.133], [-0.013, 0.124, -0.156], [-0.650, 0.054, -0.156], [-0.089, -0.515, -0.276], [-0.270, 0.498, -0.171], [-0.336, -0.188, -0.847], [-0.331, -0.188, 0.120], [-0.328, -0.612, 0.069], [-0.130, 0.199, -0.346], [-0.863, 0.372, 0.092], [0.973, -0.699, -0.209], [0.368, -0.338, -0.329], [0.313, -0.127, -0.203], [0.419, -0.059, 0.115], [-0.004, -0.275, -0.156], [-1.294, -0.353, 0.873], [2.042, -0.107, 0.750], [0.581, 1.339, -0.546], [-2.309, -0.717, -1.494], [1.047, -2.694, 1.269], [0.370, -0.545, -1.144], [0.056, 3.188, 0.112], [-1.273, -1.190, -0.202], [0.607, 1.565, 0.159], [1.062, 1.768, -1.364], [0.055, 0.521, -1.998], [-0.794, -0.290, 0.693], [-0.191, 0.306, -0.228], [0.222, 0.725, 0.122], [0.165, -0.213, 0.443], [0.631, -0.820, -0.224], [-0.309, 0.385, -0.406], [-0.196, -0.005, -0.127], [-0.051, 0.808, 0.256], [0.432, 0.064, 0.485], [0.267, -0.074, -0.440], [-0.112, -0.508, -0.357], [-0.296, -0.347, -0.731], [-0.728, 0.092, 0.842], [0.304, -0.498, -0.217], [0.152, 0.041, -0.045], [-0.548, -0.698, 0.140], [-0.762, -0.172, 1.085], [0.237, 0.213, -0.048], [0.377, 0.370, 0.878], [0.565, -0.984, -0.279], [-0.582, -0.740, 0.440], [0.094, 0.094, 0.957], [0.100, -0.104, 0.219], [0.359, 0.120, 0.165], [0.015, -0.407, -0.163], [0.358, 0.049, 1.316], [-0.968, 0.446, 0.373], [1.390, -0.918, -0.298], [0.834, -0.325, 0.746], [-0.455, -0.334, 1.846], [-0.074, 1.150, -1.591], [1.246, -1.038, 1.190], [-0.638, 0.296, 0.441], [-0.515, -1.604, -0.998], [-0.393, 0.600, -1.875], [1.495, -1.089, -0.049], [-0.493, -0.730, 1.777], [0.396, -0.300, -0.168], [-0.634, -0.048, -0.040], [0.103, 0.527, -0.720], [-0.385, 0.121, -0.138], [0.465, -0.238, -0.085], [0.130, -0.490, 0.039], [-0.104, -0.028, 0.050], [0.406, 0.551, 0.323], [-0.424, 0.503, 0.190], [-0.334, 0.195, -0.440], [0.738, 0.401, -1.221], [-0.330, 0.033, 0.369], [0.101, 0.010, -0.286], [-0.207, -0.308, -0.299], [0.256, -0.304, 0.170], [0.623, -0.109, -0.007], [0.048, 0.686, 0.026], [-0.058, 0.102, -0.438], [0.109, 0.966, 0.206], [-0.896, 0.309, -0.298], [-1.277, 0.818, 0.094], [-0.597, 0.469, -0.183], [-0.173, -0.045, -0.055], [0.357, -0.231, 0.024], [0.739, -1.176, 1.878], [-0.653, 3.451, 0.676], [1.924, -2.145, -0.783], [0.662, -0.456, -1.323], [-0.559, 1.175, -0.553], [1.706, 0.463, 1.000], [-1.181, -1.205, -0.346], [-1.037, 0.980, -0.691], [0.924, 0.426, 1.188], [0.699, -1.454, 0.095], [-1.321, -0.685, 0.360], [-1.887, 0.513, 0.898], [0.369, -0.351, 0.105], [-0.608, 0.164, -0.633], [-0.729, 0.008, -0.607], [-0.695, -0.467, 0.185], [-0.165, -0.006, -0.203], [0.046, -0.431, 0.223], [-0.374, -0.263, -0.850], [0.320, -0.089, -0.573], [0.530, -0.068, 0.736], [0.345, 0.835, -0.423], [-0.984, -0.840, -0.227], [-0.207, 0.134, -0.208], [0.191, 0.368, 0.107], [-0.157, 0.145, -0.199], [0.707, 0.124, 0.292], [-0.160, -0.031, 0.036], [0.181, 0.094, -0.089], [-0.069, -0.080, 0.287], [-0.441, -0.365, -0.421], [-0.150, 0.412, -0.085], [-0.077, -0.063, 0.382], [0.090, -0.166, 0.487], [0.998, 0.519, -0.740], [1.020, 0.554, -0.141], [-2.216, -1.306, 2.074], [0.211, 1.391, -1.809], [1.871, 0.095, -1.421], [-0.806, 0.431, 0.202], [0.747, -0.521, 0.439], [-0.338, 0.110, 0.116], [-0.076, -0.598, -0.268], [1.264, -2.502, 0.877], [-0.595, 1.235, 1.245], [0.612, 0.136, 0.355], [-0.226, 0.006, -0.140], [-0.089, -0.046, -0.086], [0.411, 0.227, 0.295], [-0.711, 0.236, -0.800], [-0.123, 0.982, -0.644], [-2.342, 0.328, -3.682], [-0.107, -1.074, 0.292], [0.422, 2.260, 2.094], [1.067, -1.248, -0.482], [-2.028, 2.706, -0.668], [0.920, -1.027, 1.110], [0.690, -1.228, 0.853], [1.312, -0.875, 0.660], [-2.553, -1.781, 1.228], [0.596, 0.452, 1.781], [-0.333, 0.222, -0.147], [1.755, 0.251, -2.135], [-0.458, -1.449, -0.993], [1.865, 0.711, -1.627], [0.307, 0.108, 3.105], [-1.439, 1.275, -0.913]], "mulliken_charge": [-1.3662, -0.5830, -0.4144, -1.1456, 0.3172, -0.8274, -0.7381, -0.6801, -0.5587, -0.9426, -0.1413, -1.4702, 0.3695, 0.4075, 0.3603, 0.3083, 0.3610, 0.3338, 0.3891, 0.4760, 0.5550, 0.3732, 0.5847, 0.4076, 0.3572, 0.2624, 0.4507, 0.4572, 0.2842, 0.5865, 0.5541, 0.2549, 0.3106, 0.3643, 0.3597, 0.3814, -1.1453, -0.7432, -0.8302, -0.7595, 0.3905, -0.7712, -0.8019, -0.5262, -0.6008, -1.0501, -0.5309, -1.2377, 0.2936, 0.3293, 0.3170, 0.3858, 0.4220, 0.4464, 0.4481, 0.4653, 0.3663, 0.4654, 0.4560, 0.2639, 0.5185, 0.3704, 0.3265, 0.3750, 0.3111, 0.7406, 0.4287, 0.5474, 0.2738, 0.2912, 0.3668, 0.3948, -1.4321, -0.3509, -0.8760, -0.9729, 0.2454, -0.6607, -0.5383, -0.6253, -0.4810, -0.9469, -0.0736, -1.4754, 0.3698, 0.3187, 0.3660, 0.2218, 0.4840, 0.4991, 0.4560, 0.7383, 0.3995, 0.3161, 0.4505, 0.1935, 0.4743, 0.4507, 0.3084, 0.2758, 0.3387, 0.3737, 0.5318, 0.2878, 0.2726, 0.3545, 0.3316, 0.3724, -1.1889, -0.8863, -0.4206, -0.8825, 0.6532, -0.5631, -0.7630, -0.4896, -0.8652, -0.8564, -0.4069, -1.4831, 0.3494, 0.3043, 0.3807, 0.3400, 0.4594, 0.2686, 0.3115, 0.5157, 0.4607, 0.3247, 0.3353, 0.3136, 0.4604, 0.4023, 0.2793, 0.4981, 0.3280, 0.4782, 0.5753, 0.3900, 0.2654, 0.3817, 0.3678, 0.3586, -1.3011, -0.4842, -0.3329, -0.9694, 0.5159, -0.4655, -0.5855, -0.5676, -1.0390, -0.8042, -0.1000, -1.5087, 0.3705, 0.3169, 0.3768, 0.3057, 0.3976, 0.2229, 0.3426, 0.4482, 0.3908, 0.3264, 0.2918, 0.2694, 0.3429, 0.3322, 0.3693, 0.4658, 0.5205, 0.4404, 0.4972, 0.2601, 0.2247, 0.3764, 0.3854, 0.3685, -1.4117, -0.3558, -0.5005, -1.0749, 0.3448, -0.6927, -0.9772, -0.5181, -0.5131, -0.7923, -0.5909, -1.2783, 0.3554, 0.3789, 0.3930, 0.3114, 0.3619, 0.3609, 0.3773, 0.5293, 0.3881, 0.3711, 0.6341, 0.4413, 0.3185, 0.3726, 0.2647, 0.4494, 0.2364, 0.4404, 0.5626, 0.4325, 0.3742, 0.3694, 0.3242, 0.3107, -0.0457, -0.2664, -0.9266, 0.7556, -0.2555, -0.3052, -0.2674, -0.1505, -1.1490, 0.2442, 0.2967, 0.3895, 0.1981, 0.3376, 0.1514, 0.5853, -0.2280, -0.2351, -0.2252, 1.0563, -0.6179, -0.6818, -0.6538, 0.6097, -0.2364, -0.2363, -0.2063, 1.0696, -0.6433, -0.6729, -0.6798]}